Record 1
Formula: C28H64Cl2N8O10
Source: the OMol25 dataset
Level of theory: wB97M-V/def2-TZVPD

Structure (XYZ):
```
112
Properties=species:S:1:pos:R:3:mulliken_charge:R:1
O 0.57 -0.68 0.34 -1.1088
C -0.42 -0.75 -0.64 0.9801
C -1.75 0.07 -0.43 2.8780
O -2.53 0.09 0.73 -1.5851
H -0.63 -1.83 -0.77 0.2041
H 0.03 -0.34 -1.57 -1.4892
H -2.39 -0.28 -1.29 -0.6994
H -1.50 1.13 -0.64 -1.4210
C -4.11 -3.31 0.05 -0.4408
C -5.26 -2.37 -0.33 0.7557
O -6.38 -2.83 -0.62 -0.7944
N -5.08 -1.04 -0.20 0.0873
C -6.01 -0.04 -0.67 -1.0035
H -3.41 -3.48 -0.77 0.0312
H -4.56 -4.19 0.51 0.3746
H -3.51 -2.76 0.78 0.0974
H -4.19 -0.63 0.12 0.1028
H -6.29 0.50 0.24 0.3894
H -6.92 -0.35 -1.17 0.3016
H -5.49 0.65 -1.33 0.2257
C 2.39 4.02 3.72 -1.4836
C 1.83 3.08 2.64 0.8965
O 0.99 2.27 2.94 -0.5459
N 2.21 3.30 1.36 -0.1370
C 1.69 2.58 0.22 0.4574
H 1.52 4.40 4.26 0.3687
H 3.08 4.81 3.42 0.3402
H 3.01 3.41 4.37 0.3562
H 3.05 3.82 1.16 0.2604
H 0.76 2.04 0.38 0.0704
H 2.36 1.81 -0.19 -0.4618
H 1.60 3.22 -0.67 -0.0172
C 2.42 -4.81 2.73 -1.6956
C 1.94 -3.41 2.40 1.1247
O 1.19 -2.77 3.13 -0.6026
N 2.20 -2.90 1.17 0.8173
C 2.89 -3.55 0.07 -1.0741
H 3.52 -4.71 2.72 0.5044
H 2.16 -5.63 2.06 0.2891
H 2.19 -5.17 3.73 0.3297
H 1.58 -2.07 0.97 -0.2395
H 3.79 -2.96 -0.15 0.1991
H 2.25 -3.46 -0.81 0.2920
H 3.22 -4.56 0.28 0.5071
C 6.67 0.78 2.42 -1.1234
C 5.53 1.71 2.02 0.6704
O 5.63 2.94 2.21 -0.7189
N 4.35 1.17 1.73 0.3066
C 3.95 -0.22 1.57 -1.0748
H 6.70 0.72 3.51 0.2060
H 7.66 1.12 2.11 0.3790
H 6.59 -0.19 1.94 0.2996
H 3.63 1.84 1.50 -0.2736
H 4.34 -0.63 0.63 0.1201
H 2.86 -0.19 1.51 0.4465
H 4.33 -0.92 2.31 0.5502
C -1.46 4.76 2.43 -1.1644
C -2.00 3.35 2.40 0.8885
O -1.97 2.65 3.40 -0.6604
N -2.68 2.96 1.29 0.0324
C -2.66 3.54 -0.02 -1.0531
H -2.17 5.41 1.91 0.4057
H -0.44 4.81 2.04 0.1177
H -1.41 5.06 3.47 0.3534
H -2.99 1.97 1.21 0.2106
H -2.94 2.91 -0.86 0.3621
H -1.65 3.94 -0.22 0.2831
H -3.24 4.47 -0.10 0.3392
C -3.62 -4.56 4.29 -1.2835
C -2.55 -4.15 3.26 0.7405
O -2.13 -3.03 3.31 -0.5072
N -2.23 -5.06 2.32 -0.0716
C -1.10 -4.79 1.45 -0.1448
H -4.44 -3.86 4.32 0.2771
H -3.05 -4.79 5.19 0.3337
H -3.98 -5.57 4.03 0.3522
H -2.57 -6.00 2.35 0.2178
H -1.34 -4.36 0.48 0.0847
H -0.46 -5.68 1.39 0.4041
H -0.44 -4.05 1.91 -0.3595
C -0.49 2.51 -2.59 1.3681
C 0.38 3.21 -3.64 0.5476
O 0.95 2.56 -4.51 -0.7752
N 0.51 4.55 -3.60 -0.2145
C 1.00 5.37 -4.70 -1.0402
H -1.25 1.92 -3.09 -0.4492
H -1.01 3.25 -1.98 -0.2004
H 0.19 1.92 -1.98 -0.7458
H 0.22 5.14 -2.84 0.2712
H 1.75 6.04 -4.27 0.3245
H 0.20 5.98 -5.12 0.2904
H 1.52 4.75 -5.42 0.3597
C 3.63 -1.37 -2.04 -1.0058
C 3.20 0.02 -2.44 0.4189
O 3.85 0.98 -1.99 -0.7453
N 2.20 0.12 -3.31 0.1005
C 1.21 -0.87 -3.66 -1.0962
H 3.89 -2.01 -2.88 0.4111
H 2.77 -1.81 -1.54 -0.1785
H 4.51 -1.35 -1.40 0.5313
H 1.93 1.08 -3.51 0.4393
H 1.63 -1.73 -4.19 0.2874
H 0.34 -0.37 -4.09 0.4826
H 0.77 -1.28 -2.74 0.3950
Cl -2.65 -2.92 -3.73 -0.2288
C -2.63 -1.13 -4.12 0.4831
C -3.97 -0.56 -3.73 0.1665
Cl -4.06 1.18 -4.09 -0.2277
H -2.50 -1.12 -5.20 0.4813
H -1.78 -0.67 -3.61 -0.7476
H -4.22 -0.75 -2.69 -0.5487
H -4.80 -0.99 -4.29 0.4569
```

Output
relative energy (zero: lowest compared OMol25 entry of this formula, charge and spin): 0.00 kcal per mole
HOMO: -0.48 eV
gap between HOMO and LUMO: 4.38 eV
total charge: -2
DFT total energy: -87514.9700 eV

=====

Record 2
Formula: C28H64ClN3O2
Source: the OMol25 dataset
Level of theory: wB97M-V/def2-TZVPD

Structure (XYZ):
```
98
Properties=species:S:1:pos:R:3:mulliken_charge:R:1
Cl 16.14 11.89 14.26 -0.7799
C 7.94 12.66 17.70 -1.2517
C 8.20 12.32 16.19 -0.7511
C 9.61 12.43 15.61 -0.4846
C 10.65 11.52 16.29 -0.7135
N 12.09 11.71 15.69 0.7355
C 12.17 10.81 14.47 -0.8196
C 12.46 9.36 14.96 -0.4125
C 12.91 9.49 16.41 -0.8099
C 13.14 10.98 16.61 -0.3383
C 12.55 13.15 15.40 -1.3221
C 12.31 14.20 16.58 -0.0355
C 12.43 15.60 16.07 -1.3411
H 8.26 13.67 17.98 0.2991
H 8.21 11.87 18.40 0.3096
H 6.89 12.80 17.95 0.4355
H 7.59 13.05 15.66 0.3961
H 7.74 11.36 15.94 0.3365
H 9.86 13.49 15.57 0.3077
H 9.54 12.25 14.54 0.3422
H 10.37 10.46 16.22 0.5093
H 10.70 11.90 17.31 0.3325
H 13.01 11.15 13.86 0.5275
H 11.26 11.02 13.91 0.4135
H 13.16 8.80 14.34 -0.1051
H 11.57 8.75 14.83 0.3634
H 13.77 8.89 16.70 0.4123
H 12.09 9.14 17.03 0.3932
H 14.10 11.28 16.19 -0.0225
H 13.03 11.27 17.65 0.4224
H 12.09 13.54 14.49 0.5448
H 13.61 13.11 15.16 0.6140
H 12.95 14.07 17.45 0.3025
H 11.28 14.07 16.93 0.3818
H 12.49 15.87 15.02 0.3695
H 13.36 15.98 16.50 0.1776
H 11.63 16.23 16.46 0.3883
C 19.71 14.09 22.40 -1.3412
C 18.83 14.81 21.38 -0.4147
C 18.49 13.90 20.17 -0.6559
C 17.36 14.49 19.34 -1.0926
N 17.18 13.93 17.85 0.5273
C 18.32 14.54 17.03 -0.5267
C 17.81 16.02 16.74 -1.0213
C 16.33 15.79 16.52 -0.8333
C 15.89 14.63 17.28 -0.0963
C 17.18 12.35 17.88 -0.8155
C 16.08 11.69 18.66 0.8123
C 16.12 10.14 18.68 -1.4730
H 19.26 13.12 22.63 0.3289
H 19.89 14.52 23.39 0.3750
H 20.67 13.87 21.93 0.3312
H 19.49 15.58 20.97 0.3259
H 17.94 15.27 21.82 0.4219
H 18.12 12.92 20.49 0.2564
H 19.37 13.65 19.58 0.3741
H 17.57 15.55 19.20 0.5515
H 16.46 14.41 19.94 0.4384
H 18.49 13.99 16.11 0.5050
H 19.20 14.42 17.66 0.4008
H 18.31 16.27 15.80 0.4134
H 18.12 16.78 17.44 0.3769
H 16.02 15.66 15.48 0.4634
H 15.83 16.69 16.88 0.3655
H 15.54 13.88 16.57 -0.2129
H 15.06 14.62 17.98 0.5962
H 18.18 11.96 18.04 0.4673
H 17.15 12.06 16.82 0.2636
H 15.17 12.06 18.18 -0.5520
H 16.09 11.97 19.71 0.2724
H 15.25 9.67 19.13 0.4575
H 16.90 9.74 19.32 0.4381
H 16.10 9.59 17.74 0.1982
C 17.57 9.13 8.76 -0.6510
O 17.19 10.20 9.66 -0.4003
C 15.81 10.30 9.90 -0.5922
C 15.30 9.32 10.94 -0.5995
N 16.29 9.34 12.14 0.4526
H 17.18 9.35 11.66 0.4702
H 16.20 10.18 12.69 -0.2203
C 16.27 8.18 13.14 -0.1827
C 16.98 6.94 12.57 -0.6870
O 18.17 7.35 11.79 -0.3141
C 19.05 6.28 11.43 -0.8143
H 18.61 9.35 8.53 0.2524
H 17.07 9.25 7.80 0.3610
H 17.55 8.10 9.10 0.2264
H 15.35 10.27 8.92 0.4570
H 15.60 11.31 10.26 0.3200
H 15.25 8.25 10.72 0.4449
H 14.30 9.57 11.29 0.2715
H 15.22 8.04 13.41 0.0253
H 16.77 8.39 14.09 0.3551
H 16.33 6.27 12.00 0.4307
H 17.37 6.46 13.47 0.4213
H 19.78 6.79 10.80 0.2712
H 18.45 5.59 10.85 0.3442
H 19.52 5.73 12.25 0.3046
```

Output
relative energy (zero: lowest compared OMol25 entry of this formula, charge and spin): 24.73 kcal per mole
HOMO: -13.51 eV
gap between HOMO and LUMO: 9.67 eV
total charge: +2
DFT total energy: -51146.2507 eV

=====

Record 3
Formula: C28H64IO24P5
Source: the OMol25 dataset
Level of theory: wB97M-V/def2-TZVPD

Structure (XYZ):
```
122
Properties=species:S:1:pos:R:3:mulliken_charge:R:1
C -0.95 -2.23 2.32 -0.5327
C 0.24 -2.71 2.09 -0.1899
C 1.74 -3.31 1.95 -0.1945
C 2.19 -3.49 0.40 1.1693
C 1.10 -4.26 -0.50 -0.7956
C 1.70 -5.55 -1.30 1.5237
C 2.77 -5.16 -2.44 -1.0693
O 0.52 -5.90 -2.13 -0.3401
C 0.46 -7.31 -2.42 0.4664
O 0.17 -7.93 -3.47 -0.5528
O 0.86 -7.89 -1.14 -0.3045
C 1.80 -6.94 -0.51 -0.2918
I 1.07 -7.03 1.58 0.2764
C 3.17 -7.80 -0.48 -0.7660
O 4.39 -7.05 -0.53 -0.3584
C 4.72 -6.40 0.73 0.2293
C 5.80 -5.23 0.36 -0.0271
C 7.08 -5.34 1.35 -1.1496
H -1.91 -1.84 2.83 0.3416
H 2.43 -2.54 2.49 0.3636
H 1.81 -4.28 2.57 0.0323
H 3.22 -3.99 0.27 -1.0351
H 2.29 -2.41 -0.01 0.2009
H 0.12 -4.52 0.05 0.4351
H 0.79 -3.52 -1.35 -0.1494
H 2.32 -4.81 -3.43 0.3495
H 3.36 -6.14 -2.69 0.2949
H 3.59 -4.43 -2.03 0.1260
H 3.12 -8.47 0.48 0.3448
H 3.15 -8.55 -1.37 0.2807
H 3.84 -5.86 1.24 -0.0577
H 5.29 -7.12 1.44 0.3022
H 5.33 -4.18 0.35 0.0280
H 6.20 -5.48 -0.71 0.1875
H 6.66 -5.41 2.42 0.3248
H 7.75 -4.39 1.27 0.2810
H 7.71 -6.28 1.17 0.2966
C -0.94 1.73 -3.65 -0.6014
O -2.01 0.91 -3.21 -0.3564
P -1.64 -0.35 -2.29 1.1016
O -0.19 -0.58 -2.09 -0.5851
O -2.42 -1.57 -3.00 -0.3533
C -1.93 -1.98 -4.26 -0.6705
O -2.48 -0.10 -0.95 -0.2763
C -3.89 -0.14 -1.02 -0.7559
H -0.27 1.15 -4.30 0.3159
H -1.34 2.57 -4.21 0.2303
H -0.37 2.10 -2.79 0.2471
H -0.85 -2.18 -4.21 0.2830
H -2.12 -1.21 -5.01 0.2754
H -2.44 -2.90 -4.55 0.2690
H -4.23 -1.18 -0.97 0.2674
H -4.27 0.32 -1.93 0.3319
H -4.30 0.39 -0.16 0.2677
C -0.14 -3.14 8.12 -0.6463
O 0.20 -4.51 7.90 -0.3360
P 1.19 -4.81 6.67 1.0321
O 1.54 -3.64 5.84 -0.6614
O 0.43 -5.99 5.88 -0.1964
C -0.77 -5.63 5.21 -0.6179
O 2.43 -5.56 7.35 -0.3696
C 2.22 -6.83 7.94 -0.5946
H -0.71 -2.76 7.28 0.2844
H -0.75 -3.08 9.02 0.2341
H 0.77 -2.54 8.27 0.3150
H -0.60 -4.77 4.56 0.2227
H -1.55 -5.41 5.94 0.3060
H -1.09 -6.48 4.60 0.2512
H 2.25 -7.60 7.16 0.2346
H 1.26 -6.88 8.46 0.2956
H 3.02 -7.02 8.65 0.2492
C -2.51 3.61 -0.29 -0.5596
O -2.94 4.96 -0.27 -0.3315
P -3.05 5.71 -1.69 0.8975
O -2.57 4.91 -2.85 -0.6558
O -2.25 7.08 -1.44 -0.2511
C -0.85 6.98 -1.27 -0.6622
O -4.58 6.16 -1.77 -0.3332
C -5.04 7.14 -0.85 -0.5598
H -1.49 3.55 -0.65 0.2538
H -2.55 3.21 0.73 0.3150
H -3.17 3.01 -0.92 0.2752
H -0.40 6.41 -2.09 0.2963
H -0.62 6.49 -0.32 0.2821
H -0.42 7.98 -1.26 0.2442
H -4.78 8.14 -1.21 0.2510
H -4.62 6.99 0.15 0.3175
H -6.13 7.07 -0.78 0.2134
C -7.19 12.90 -2.02 -0.6313
O -8.27 12.08 -1.59 -0.3125
P -7.90 10.82 -0.66 1.0193
O -6.45 10.60 -0.45 -0.6511
O -8.67 9.60 -1.37 -0.2614
C -8.17 9.19 -2.63 -0.6457
O -8.74 11.07 0.68 -0.3622
C -10.16 11.03 0.61 -0.5975
H -6.53 12.32 -2.67 0.2848
H -7.59 13.74 -2.58 0.2364
H -6.63 13.28 -1.16 0.3137
H -7.10 8.99 -2.57 0.2776
H -8.37 9.96 -3.38 0.2863
H -8.69 8.27 -2.92 0.2558
H -10.49 9.99 0.66 0.2463
H -10.53 11.49 -0.31 0.2979
H -10.56 11.57 1.47 0.2455
C 4.24 0.70 -1.79 -0.6096
O 5.56 0.55 -2.29 -0.3284
P 6.34 -0.79 -1.88 0.8386
O 5.63 -1.66 -0.93 -0.4244
O 7.76 -0.24 -1.36 -0.3520
C 7.75 0.48 -0.14 -0.6342
O 6.69 -1.46 -3.29 -0.3351
C 7.60 -0.80 -4.16 -0.6351
H 4.26 0.78 -0.70 0.3142
H 3.81 1.62 -2.19 0.2455
H 3.61 -0.14 -2.08 0.2921
H 7.25 -0.10 0.64 0.2741
H 7.24 1.44 -0.27 0.2752
H 8.78 0.66 0.17 0.2565
H 8.62 -1.02 -3.85 0.2568
H 7.44 0.28 -4.15 0.2990
H 7.45 -1.17 -5.17 0.2392
```

Output
HOMO: -9.23 eV
gap between HOMO and LUMO: 9.53 eV
total charge: 0
DFT total energy: -133763.9946 eV
SMILES: C#CCCC[C@]1(C)OC(=O)O[C@@]1(I)COCCC.COP(=O)(OC)OC.COP(=O)(OC)OC.COP(=O)(OC)OC.COP(=O)(OC)OC.COP(=O)(OC)OC

=====

Record 4
Formula: C28H64N4O12S2
Source: the OMol25 dataset
Level of theory: wB97M-V/def2-TZVPD

Structure (XYZ):
```
110
Properties=species:S:1:pos:R:3:mulliken_charge:R:1
C -2.08 -0.05 0.26 -0.5338
S -0.76 -1.29 0.27 0.2396
O -0.20 -1.09 -1.16 -0.4314
C 0.57 -0.29 1.09 -0.0386
H -2.97 -0.45 -0.22 0.2569
H -1.82 0.96 -0.04 0.0556
H -2.27 0.11 1.33 0.2723
H 1.53 -0.79 1.14 -0.0725
H 0.29 -0.07 2.13 0.3729
H 0.68 0.59 0.46 -0.2534
C 5.23 0.56 1.18 -0.9127
S 3.99 1.39 0.08 0.5367
O 2.77 1.62 0.95 -0.5056
C 4.98 2.94 -0.25 -1.1551
H 4.79 -0.42 1.33 0.1463
H 5.28 1.17 2.08 0.3212
H 6.20 0.52 0.68 0.4409
H 4.40 3.51 -0.98 0.3321
H 5.92 2.73 -0.75 0.4660
H 5.17 3.43 0.71 0.3331
C 1.58 -1.53 -4.18 0.1798
O 2.68 -1.03 -4.41 -0.6175
N 0.48 -1.52 -4.94 0.1964
C -0.75 -2.19 -4.53 -1.2571
C 0.40 -1.01 -6.34 -0.9738
H 1.29 -1.93 -3.20 0.2508
H -1.11 -2.77 -5.38 0.5174
H -1.56 -1.54 -4.20 0.3174
H -0.64 -3.01 -3.82 0.4449
H 0.97 -0.08 -6.33 0.2119
H 0.81 -1.80 -6.97 0.3341
H -0.61 -0.68 -6.57 0.3646
C 1.20 3.80 -3.64 0.2354
O 1.64 4.60 -4.45 -0.6397
N 1.59 2.50 -3.56 0.1757
C 0.99 1.46 -2.65 -0.4080
C 2.62 1.99 -4.46 -0.5512
H 0.44 4.00 -2.87 0.3007
H 1.71 1.21 -1.87 0.1081
H 0.63 0.67 -3.30 0.1969
H 0.20 1.93 -2.06 0.0148
H 2.93 2.79 -5.14 0.4034
H 3.44 1.56 -3.88 0.2309
H 2.24 1.24 -5.15 -0.1255
C 0.12 1.24 5.57 -0.0529
O 0.40 0.33 4.83 -0.5309
N 0.78 2.46 5.48 0.2426
C 0.49 3.73 6.13 -0.9448
C 1.77 2.61 4.47 -0.8335
H -0.63 1.18 6.37 0.3971
H 1.44 4.25 6.28 0.3574
H 0.19 3.71 7.18 0.3689
H -0.11 4.43 5.54 0.2897
H 1.46 2.18 3.52 -0.0284
H 1.97 3.65 4.19 0.3955
H 2.78 2.35 4.77 0.3661
C 4.43 -4.38 1.70 0.0938
O 3.99 -4.48 0.56 -0.5704
N 3.86 -3.61 2.64 0.2551
C 4.56 -3.37 3.92 -0.9314
C 2.56 -3.02 2.55 -0.9021
H 5.40 -4.78 2.04 0.2504
H 3.93 -3.44 4.81 0.2984
H 4.96 -2.35 3.90 0.2850
H 5.34 -4.13 4.02 0.3444
H 2.02 -3.19 1.62 0.3550
H 1.90 -3.30 3.37 0.3114
H 2.67 -1.93 2.58 0.2946
O -3.36 -4.28 1.19 -0.5954
C -3.05 -3.53 2.12 0.7747
O -3.94 -2.61 2.58 -0.2906
C -5.24 -2.41 2.06 -0.0087
C -5.70 -0.98 2.35 -1.1768
C -1.73 -3.64 2.92 -1.0220
H -5.91 -3.14 2.50 0.3427
H -5.32 -2.62 0.99 0.0800
H -6.66 -0.65 1.95 0.4103
H -5.03 -0.15 2.14 0.2289
H -6.04 -0.92 3.38 0.3477
H -1.06 -4.23 2.30 0.3030
H -1.84 -4.19 3.86 0.4875
H -1.31 -2.67 3.19 0.1931
O -5.77 -1.27 -4.46 -0.5715
C -5.07 -2.18 -4.88 0.7453
O -4.67 -3.32 -4.14 -0.3637
C -4.78 -3.30 -2.71 -0.5557
C -3.64 -2.40 -2.12 0.2424
C -4.53 -2.20 -6.26 -0.8762
H -4.62 -4.35 -2.44 0.3016
H -5.81 -3.05 -2.46 0.3406
H -3.94 -1.35 -2.15 0.3738
H -2.73 -2.45 -2.72 -0.3142
H -3.30 -2.75 -1.15 -0.0197
H -3.44 -2.31 -6.28 0.1078
H -4.85 -1.24 -6.68 0.3697
H -5.06 -2.89 -6.91 0.3073
O -0.32 4.90 -0.35 -0.5856
C 0.45 4.38 0.44 0.4250
O 0.20 3.60 1.55 -0.1419
C -1.05 3.13 1.73 0.1710
C -1.89 4.20 2.52 -1.5380
C 1.95 4.57 0.13 -0.2114
H -1.12 2.24 2.36 0.2472
H -1.57 3.03 0.78 0.3205
H -2.62 3.70 3.15 0.4067
H -2.55 4.83 1.93 0.3512
H -1.16 4.77 3.08 0.2608
H 2.05 5.41 -0.56 0.4862
H 2.35 3.68 -0.36 -0.5938
H 2.54 4.76 1.03 0.3482
```

Output
relative energy (zero: lowest compared OMol25 entry of this formula, charge and spin): 69.32 kcal per mole
HOMO: -8.55 eV
gap between HOMO and LUMO: 8.80 eV
total charge: 0
DFT total energy: -82271.0854 eV

=====

Q: What is the gap between HOMO and LUMO in the fourth record?
A: 8.80 eV

=====

Q: HOMO of number 4 (C28H64N4O12S2)?
A: -8.55 eV

=====

Q: The highest total charge belongs to which entry?
A: C28H64ClN3O2

=====

Q: What is the formula in the second record?
A: C28H64ClN3O2